--- w ---
This record from OMol25 describes 2 unconnected molecules or ions with the total composition C5H10O2. The level of theory is ωB97M-V with the def2-TZVPD basis set.

```
17
Properties=species:S:1:pos:R:3:mulliken_charge:R:1
C 2.095 0.472 -1.674 -0.52
C 1.270 1.351 -1.131 -0.56
C -0.135 1.043 -0.722 -0.42
C -0.395 0.715 0.546 0.73
C -1.740 0.335 1.090 -0.96
O 0.560 0.512 1.485 -0.52
H 3.142 0.664 -1.884 0.27
H 1.764 -0.536 -1.894 0.23
H 1.486 2.403 -1.104 0.38
H -0.934 1.109 -1.437 0.32
H -2.507 0.709 0.416 0.32
H -1.858 0.494 2.155 0.33
H -1.837 -0.745 0.882 0.06
H 1.396 0.958 1.314 0.35
O -1.231 -3.397 0.083 -0.65
H -1.355 -3.128 1.001 0.32
H -0.755 -2.676 -0.352 0.32
```

Properties
LUMO level: 0.73 eV
spin multiplicity: 1
orbital gap: 0.35200 Eh

***

--- x ---
This record from OMol25 describes 3 unconnected molecules or ions with the total composition C5H10O2. The level of theory is ωB97M-V with the def2-TZVPD basis set.

```
17
Properties=species:S:1:pos:R:3:mulliken_charge:R:1
C 0.385 -0.160 0.224 0.24
C -2.128 -0.080 -0.009 -0.61
C -0.087 0.535 -0.851 -0.74
C 0.756 -1.605 0.187 -1.16
C 2.366 1.188 -0.202 -0.04
O -2.550 1.058 0.648 -0.47
O 2.376 2.114 0.561 -0.41
H -2.211 1.061 1.551 0.33
H 0.318 0.306 1.203 0.31
H -2.158 -1.002 0.568 0.30
H -2.588 -0.156 -0.988 0.35
H 3.275 0.999 -0.858 0.26
H -0.285 1.595 -0.769 0.34
H -0.047 0.090 -1.839 0.31
H 1.785 -1.733 0.534 0.37
H 0.676 -2.021 -0.818 0.27
H 0.118 -2.189 0.858 0.34
```

Properties
LUMO level (spin up / spin down): 0.82 / 0.78 eV
spin multiplicity: 1
orbital gap (spin up / spin down): 0.28579 / 0.25742 Eh

***

--- y ---
This record from OMol25 describes C5H10O2 in the gas phase. The level of theory is ωB97M-V with the def2-TZVPD basis set.

```
17
Properties=species:S:1:pos:R:3:mulliken_charge:R:1
C 2.305 -0.476 0.764 -0.77
O 0.931 -0.266 0.560 -0.35
C 0.615 -0.004 -0.802 -0.52
C -0.875 0.142 -0.990 -0.22
C -1.952 -0.486 -0.004 -0.75
C -1.693 0.963 -0.028 -0.02
O -1.046 1.503 1.078 -0.58
H 2.644 -1.386 0.247 0.28
H 2.461 -0.595 1.837 0.24
H 2.901 0.375 0.404 0.32
H 1.176 0.895 -1.127 0.33
H 0.975 -0.831 -1.429 0.39
H -1.332 -0.537 -1.678 0.34
H -2.878 -0.800 -0.506 0.29
H -1.597 -1.120 0.787 0.23
H -2.454 1.650 -0.375 0.36
H -0.282 0.936 1.290 0.44
```

Properties
LUMO level: 0.93 eV
spin multiplicity: 1
orbital gap: 0.36871 Eh

***

w is favored, and the nearest alternative lies 128.6 kJ/mol above it.

***

--- w ---
This record from OMol25 describes 2 unconnected molecules or ions with the total composition C5H10O2. The level of theory is ωB97M-V with the def2-TZVPD basis set.

```
17
Properties=species:S:1:pos:R:3:mulliken_charge:R:1
C 1.172 1.848 -0.452 -1.34
C 0.498 0.526 -0.196 1.31
C -0.995 0.448 -0.474 -0.34
C -1.506 -0.876 0.006 -0.52
O -0.568 -2.156 1.424 -0.68
C 1.012 -0.855 -0.253 -1.10
O 0.968 -0.074 0.996 -0.56
H 0.900 2.281 -1.420 0.34
H 0.853 2.546 0.333 0.30
H 2.258 1.746 -0.387 0.35
H -1.084 0.470 -1.570 0.28
H -1.577 1.281 -0.058 0.34
H -1.767 -1.652 -0.704 0.31
H -2.167 -0.836 0.865 0.25
H -0.090 -1.390 1.809 0.48
H 2.051 -1.020 -0.571 0.19
H 0.041 -2.287 0.652 0.40
```

Properties
LUMO level (spin up / spin down): -0.75 / 0.06 eV
spin multiplicity: 1
orbital gap (spin up / spin down): 0.24264 / 0.30558 Eh

***

--- x ---
This record from OMol25 describes C5H10O2 in the gas phase. The level of theory is ωB97M-V with the def2-TZVPD basis set.

```
17
Properties=species:S:1:pos:R:3:mulliken_charge:R:1
O 1.622 0.716 2.567 -0.51
C 1.155 0.386 1.496 0.24
C 1.191 -0.843 0.544 -0.93
C 1.065 -0.336 -0.932 -0.54
C -0.311 0.457 -1.020 -0.66
C -1.429 -0.056 -0.055 -0.37
O -2.437 1.105 0.072 -0.54
H 0.604 1.211 1.006 0.25
H 0.472 -1.547 0.872 0.47
H 2.177 -1.330 0.711 0.35
H 1.138 -1.166 -1.564 0.38
H 1.922 0.361 -1.236 0.25
H -0.629 0.190 -2.084 0.27
H -0.247 1.527 -0.781 0.44
H -1.007 -0.476 0.872 0.21
H -1.939 -0.905 -0.531 0.37
H -3.345 0.707 0.064 0.31
```

Properties
LUMO level: 0.80 eV
spin multiplicity: 1
orbital gap: 0.38164 Eh

***

--- y ---
This record from OMol25 describes C5H10O2 in the gas phase. The level of theory is ωB97M-V with the def2-TZVPD basis set.

```
17
Properties=species:S:1:pos:R:3:mulliken_charge:R:1
C 1.587 0.025 -0.853 -1.56
C 0.908 0.188 0.512 0.42
O 0.260 1.442 0.625 -0.46
C -0.990 1.313 -0.030 -0.47
C -1.506 -0.080 0.344 -0.48
C -0.224 -0.845 0.760 -0.17
O -0.036 -2.080 0.106 -0.57
H 2.242 0.885 -1.035 0.35
H 0.867 -0.020 -1.685 0.37
H 2.184 -0.894 -0.863 0.37
H 1.672 0.151 1.300 0.37
H -0.850 1.391 -1.121 0.24
H -1.630 2.139 0.293 0.36
H -2.225 -0.034 1.167 0.23
H -1.991 -0.586 -0.498 0.27
H -0.250 -1.091 1.826 0.37
H -0.018 -1.905 -0.847 0.37
```

Properties
LUMO level: 0.87 eV
spin multiplicity: 1
orbital gap: 0.39091 Eh

***

y is favored, and the nearest alternative lies 150.3 kJ/mol above it.

***

--- w ---
This record from OMol25 describes a molecular structure, C5H10O2. The level of theory is ωB97M-V with the def2-TZVPD basis set.

```
17
Properties=species:S:1:pos:R:3:mulliken_charge:R:1
O -1.163 -1.828 -0.380 -0.48
C -1.552 -0.592 -0.952 -0.49
C -0.911 0.526 -0.147 -0.85
C 0.598 0.368 -0.075 0.24
C 1.418 1.318 0.814 -0.51
O 2.085 0.220 1.448 -0.44
C 1.159 -0.711 0.861 -0.46
H -1.353 -2.522 -1.020 0.28
H -2.648 -0.487 -0.956 0.31
H -1.206 -0.521 -1.995 0.36
H -1.325 0.525 0.871 0.35
H -1.181 1.480 -0.619 0.30
H 1.020 0.296 -1.085 0.31
H 0.807 1.893 1.527 0.26
H 2.120 1.997 0.316 0.27
H 1.654 -1.575 0.408 0.26
H 0.419 -1.063 1.592 0.28
```

Properties
LUMO level: 0.81 eV
spin multiplicity: 1
orbital gap: 0.37459 Eh

***

--- x ---
This record from OMol25 describes a molecular structure, C5H10O2. The level of theory is ωB97M-V with the def2-TZVPD basis set.

```
17
Properties=species:S:1:pos:R:3:mulliken_charge:R:1
C -2.005 -0.472 0.758 -1.33
C -1.101 0.249 -0.286 -0.03
O -1.100 1.626 -0.018 -0.53
C 0.221 -0.477 -0.352 0.34
C 1.459 0.343 -0.715 -0.63
C 2.022 -0.245 0.588 -0.46
O 0.789 -0.913 0.886 -0.47
H -2.958 0.038 0.927 0.36
H -2.182 -1.508 0.463 0.34
H -1.499 -0.534 1.744 0.32
H -1.168 0.359 -1.538 0.25
H -0.866 1.858 -0.927 0.39
H 0.006 -1.325 -1.020 0.36
H 1.957 0.057 -1.642 0.30
H 1.302 1.425 -0.691 0.27
H 2.283 0.475 1.370 0.27
H 2.842 -0.959 0.453 0.24
```

Properties
LUMO level: 0.81 eV
spin multiplicity: 1
orbital gap: 0.37763 Eh

***

--- y ---
This record from OMol25 describes a molecular structure, C5H10O2. The level of theory is ωB97M-V with the def2-TZVPD basis set.

```
17
Properties=species:S:1:pos:R:3:mulliken_charge:R:1
C 1.612 -0.372 -1.061 -1.25
C 1.008 0.550 0.000 0.19
O 0.415 1.688 -0.548 -0.62
C 0.066 -0.201 0.931 -0.31
C -1.170 0.353 1.327 -0.80
C -1.534 -0.505 -0.095 -0.01
O -1.676 0.169 -1.162 -0.77
H 2.109 -1.238 -0.608 0.35
H 0.824 -0.715 -1.741 0.35
H 2.350 0.187 -1.643 0.35
H 1.815 0.898 0.662 0.38
H -0.382 1.362 -1.034 0.44
H -0.637 -1.290 -0.125 0.15
H 0.482 -1.058 1.463 0.50
H -1.344 1.398 1.090 0.28
H -1.650 -0.029 2.223 0.36
H -2.289 -1.196 0.321 0.43
```

Properties
LUMO level: 0.64 eV
spin multiplicity: 1
orbital gap: 0.34621 Eh

***

--- z ---
This record from OMol25 describes C5H10O2 in the gas phase. The level of theory is ωB97M-V with the def2-TZVPD basis set.

```
17
Properties=species:S:1:pos:R:3:mulliken_charge:R:1
C 1.447 -0.618 -1.431 -1.38
C 0.900 0.167 -0.255 0.38
C 0.269 -0.672 0.856 -0.72
C -0.739 0.314 1.440 -0.56
C -1.248 1.008 0.176 0.08
O -2.335 0.325 -0.405 -0.54
O -0.155 1.027 -0.714 -0.45
H 2.275 -1.262 -1.114 0.36
H 0.661 -1.249 -1.861 0.31
H 1.813 0.057 -2.210 0.34
H 1.693 0.802 0.169 0.23
H -0.250 -1.537 0.422 0.29
H 1.003 -1.042 1.576 0.38
H -0.234 1.042 2.085 0.31
H -1.555 -0.147 1.999 0.32
H -1.585 2.035 0.348 0.30
H -1.959 -0.250 -1.082 0.35
```

Properties
LUMO level: 1.00 eV
spin multiplicity: 1
orbital gap: 0.40671 Eh

***

z is favored, and the nearest alternative lies 135.6 kJ/mol above it.